(1)
Below is a structure of composition C12H21F3IrN2O6S2, with properties calculated with ωB97M-V with the def2-TZVPD basis set.

Structure (XYZ):
```
47
C12H21F3IrN2O6S2 | the Open Molecules 2025 dataset | ωB97M-V with the def2-TZVPD basis set
Ir 0.0914 0.2686 -0.0798
S 1.4645 2.2948 -1.1089
S 0.1359 -1.0538 -2.5526
F -0.3298 -1.8015 1.8402
F -1.8126 -1.2356 3.3167
F -1.2754 -3.3192 3.0637
O -0.5165 0.2524 -2.3205
O 1.3890 -0.9452 -3.2576
O 0.2657 -1.7298 -1.2274
O 0.5602 0.7875 2.2911
O -1.1523 2.1734 0.7675
O -2.4135 -0.1950 -0.1975
N 2.3665 -0.0324 -0.4352
N 3.4572 0.9366 -2.2735
C -1.4439 -2.1708 2.4601
C 2.5010 1.0002 -1.3069
C -0.9865 -2.0430 -3.5225
C 3.1057 -1.1139 -0.5958
C -1.1624 2.3933 2.1738
C 4.0403 -1.2385 -1.6304
C 4.1724 -0.1839 -2.4837
C -2.4296 2.1523 0.1345
C 1.7983 0.3265 2.8212
C 0.2398 2.1150 2.6730
C -3.0421 -1.4611 -0.1546
C -3.1903 0.8585 0.3556
H -4.1523 0.9219 -0.1624
H 3.4953 1.7066 -2.9266
H 0.9471 2.8277 2.2365
H 0.2577 2.2022 3.7632
H -0.7701 -1.8722 -4.5729
H -1.8619 1.7197 2.6757
H -4.1154 -1.3752 -0.3341
H 2.9470 -1.9191 0.1106
H 4.6086 -2.1423 -1.7760
H 2.6311 0.9439 2.4747
H -3.3843 0.6708 1.4179
H -2.5647 -2.0928 -0.9000
H -2.8841 -1.9415 0.8287
H -3.0322 3.0028 0.4629
H -1.4366 3.4322 2.3757
H -0.8345 -3.0865 -3.2616
H -1.9929 -1.7137 -3.2790
H 1.9206 -0.6952 2.4724
H 4.8315 -0.2027 -3.3390
H 1.7648 0.3414 3.9132
H -2.2076 2.2368 -0.9303
```

Properties
Kohn-Sham gap (spin up / spin down)   0.28187 / 0.29041 Ha
Spin multiplicity   5
Charge   +1
ΔE to the lowest compared entry with this formula, charge and spin   95.7 kJ/mol
Max |F|   0.89 eV Å⁻¹


(2)
Below is a structure of composition C12H21F7N2P2SZn, with properties calculated with ωB97M-V with the def2-TZVPD basis set.

Structure (XYZ):
```
46
C12H21F7N2P2SZn | the Open Molecules 2025 dataset | ωB97M-V with the def2-TZVPD basis set
Zn 0.1913 0.5084 -1.0953
S -6.0419 -3.0851 -1.7023
P 2.4263 0.0958 0.2464
P -0.2094 3.3392 -1.0617
F 1.2574 2.4571 -1.1073
F -1.6444 3.9510 -0.9682
F -0.6207 2.1803 0.1119
F 0.2848 4.2458 -2.2297
F -0.7377 2.1821 -2.1387
F 1.1455 -0.5150 -2.2674
F 0.3974 4.2423 0.0743
N -6.3005 -1.6144 0.4568
N -1.5833 -0.3816 -0.7384
C 1.1793 -2.3543 0.9578
C -5.5388 -2.0141 -0.5732
C -2.2604 -0.3828 0.4127
C 2.4864 -1.6882 0.5297
C -3.4390 -1.4293 -1.8037
C -4.1558 -1.4283 -0.6117
C -3.5384 -0.8925 0.5161
C 2.4225 1.1318 1.7255
C 3.7036 0.6010 -0.9125
C -2.1687 -0.8980 -1.8317
C 5.1122 0.3528 -0.3493
C 1.2487 0.9519 2.6842
H 3.5372 1.6538 -1.1420
H -6.0403 -0.8611 1.0682
H 0.3186 1.2790 2.2213
H -1.5836 -0.8869 -2.7428
H -4.0131 -0.8837 1.4868
H 1.4137 1.5701 3.5647
H -7.2395 -1.9730 0.5195
H 0.3942 -2.1798 0.2220
H -1.7651 0.0523 1.2706
H 5.8398 0.6261 -1.1118
H 5.3119 0.9624 0.5312
H 2.4959 2.1591 1.3602
H 1.3349 -3.4296 1.0226
H 3.2756 -1.8395 1.2764
H 3.5103 0.0306 -1.8226
H 3.3763 0.8906 2.2154
H 2.8391 -2.0997 -0.4185
H 5.2748 -0.6959 -0.1011
H 0.8379 -2.0085 1.9316
H 1.1483 -0.0787 3.0207
H -3.8832 -1.8437 -2.6969
```

Properties
Kohn-Sham gap (spin up / spin down)   0.28014 / 0.15661 Ha
Spin multiplicity   2
Charge   +1
Max |F|   0.85 eV Å⁻¹


(3)
Below is a cluster of 2 separate species, C12H21N in total, with properties calculated with ωB97M-V with the def2-TZVPD basis set.

Structure (XYZ):
```
34
C12H21N | the Open Molecules 2025 dataset | ωB97M-V with the def2-TZVPD basis set
N 1.2284 1.6469 -0.4441
C -0.8170 1.0778 -1.7521
C 3.1208 -1.4465 1.0022
C 0.1199 1.0683 -0.5743
C 3.2985 -2.6163 1.1842
C 0.3046 -1.8711 -1.1916
C -0.5407 0.4172 0.6351
C -2.8447 -0.9619 0.8792
C -1.4275 -0.8112 0.2835
C -1.2401 1.5653 1.3060
C -0.9737 -1.8083 -0.4238
C 0.4102 -0.1584 1.7367
C 1.7993 2.4726 -1.4979
H -3.3450 -0.0113 0.8625
H 1.9504 3.4207 -1.0954
H 1.0629 -0.8553 1.2677
H 1.1106 -2.4927 -0.7288
H 0.6919 -0.8398 -1.2341
H -1.6727 -2.6559 -0.5267
H 0.1326 -2.2110 -2.2229
H 3.0984 -0.4127 0.7425
H -2.1779 1.4630 2.0364
H -0.2735 0.8746 -2.7552
H 1.0964 0.7003 2.2027
H -2.5570 -1.3549 1.8343
H -1.8642 2.1859 0.4854
H 3.2834 -3.6839 1.1864
H -0.1812 -0.4948 2.5525
H -0.5053 2.2070 1.8798
H -1.4156 0.2438 -1.6608
H 1.1354 2.7170 -2.2931
H -3.3628 -1.6728 0.2125
H -1.3807 2.0852 -2.0488
H 2.7359 2.2131 -1.8404
```

Properties
Kohn-Sham gap   0.35548 Ha
ΔE to the lowest compared entry with this formula, charge and spin   335.0 kJ/mol
SMILES   C/C=C(/C)C(C)(C)/C(C)=N/C.C#C
Max |F|   5.04 eV Å⁻¹


(4)
Below is a cluster of 3 separate species, C12H21N3 in total, with properties calculated with ωB97M-V with the def2-TZVPD basis set.

Structure (XYZ):
```
36
C12H21N3 | the Open Molecules 2025 dataset | ωB97M-V with the def2-TZVPD basis set
N 38.6564 -7.0215 8.9052
N 37.4039 -10.3074 0.3771
N 24.1916 -13.0246 -3.2806
C 24.2591 -11.3664 -5.2775
C 37.2361 -10.7715 -0.6473
C 36.0485 -8.8635 7.2510
C 26.8069 -10.8676 -4.7308
C 25.3678 -10.3244 -5.0373
C 37.0671 -11.4497 -1.9447
C 24.2190 -12.3179 -4.1862
C 38.0537 -7.5027 8.0166
C 35.0781 -8.7970 6.0222
C 37.3886 -8.1919 6.9371
C 34.5039 -12.0864 -1.4858
C 35.8879 -12.5283 -2.0689
H 26.7539 -11.3983 -3.7802
H 34.2746 -9.4780 6.3025
H 35.5247 -8.2455 7.9803
H 27.4013 -9.9787 -4.5195
H 34.6447 -7.8014 5.9269
H 38.0394 -8.8721 6.3877
H 38.0223 -11.9259 -2.1660
H 34.6143 -11.8167 -0.4354
H 36.9510 -10.6958 -2.7232
H 35.6492 -12.6862 -3.1207
H 36.1649 -13.4929 -1.6435
H 23.3600 -10.7680 -5.4246
H 25.4472 -9.6772 -5.9107
H 35.4277 -9.2100 5.0760
H 34.0940 -11.1658 -1.9012
H 25.1686 -9.6789 -4.1819
H 27.2947 -11.4264 -5.5295
H 36.0536 -9.8857 7.6291
H 33.7571 -12.8325 -1.7573
H 37.1373 -7.4294 6.1999
H 24.3893 -12.0055 -6.1509
```

Properties
Kohn-Sham gap   0.44127 Ha
ΔE to the lowest compared entry with this formula, charge and spin   112.7 kJ/mol
SMILES   CCCC#N.CCCC#N.CCCC#N
Max |F|   3.87 eV Å⁻¹


(5)
Below is a cluster of 2 separate species, C12H21N3O7PS2 in total, with properties calculated with ωB97M-V with the def2-TZVPD basis set.

Structure (XYZ):
```
46
C12H21N3O7PS2 | the Open Molecules 2025 dataset | ωB97M-V with the def2-TZVPD basis set
S 0.3765 4.8389 -2.5937
S 3.7752 0.3147 -3.8743
P 3.7414 1.1483 -2.1042
O 0.3384 5.6845 -3.8024
O -1.0589 -1.3699 -3.0044
O -0.9431 -1.9279 3.8044
O 0.6708 3.4256 -2.9904
O -1.5344 -2.5506 5.9371
O 1.4426 5.3082 -1.6747
O -0.9390 4.8727 -1.9048
N -2.1062 0.4176 -2.0491
N 1.2633 -0.1160 -1.3633
N 2.9835 -0.4674 0.1377
C 2.5517 0.1162 -1.0513
C 0.4429 -2.0851 4.1579
C 0.4889 0.3878 -2.5247
C -0.9481 -0.2267 -2.5503
C -1.9006 1.8896 -1.8199
C 1.2913 -1.1952 3.1489
C -3.2815 0.2669 -2.9556
C 0.7555 -0.9505 -0.3365
C 1.7197 -2.0450 1.8770
C 1.8339 -1.1735 0.5946
C -3.2301 -2.9014 4.2625
C -1.7977 -2.4524 4.7602
H 5.0048 1.1656 -1.4465
H 0.6909 -1.7248 5.1913
H -1.0649 2.1237 -1.1055
H 1.0487 0.0704 -3.4537
H 0.9045 -2.8069 1.6904
H -3.6608 1.3049 -3.1853
H -3.0519 -0.2120 -3.9397
H -2.8426 2.2698 -1.3199
H 0.6260 -0.3446 2.8374
H 0.7859 -3.1539 4.0062
H 3.8902 -0.4254 0.5925
H -3.9574 -2.6201 5.0641
H 3.2204 2.4803 -2.2546
H -3.4785 -2.3084 3.3421
H 2.1857 -0.7297 3.6539
H -4.1005 -0.2432 -2.3774
H 0.5350 1.4990 -2.4958
H 2.6569 -2.6434 2.0706
H -0.2539 -1.3974 -0.2156
H -1.8209 2.4853 -2.7775
H -3.2535 -3.9984 4.0418
```

Properties
Kohn-Sham gap   0.14277 Ha
Charge   -1
Max |F|   4.59 eV Å⁻¹


(6)
Below is a structure of composition C12H22AlI2LuO4S2, with properties calculated with ωB97M-V with the def2-TZVPD basis set.

Structure (XYZ):
```
44
C12H22AlI2LuO4S2 | the Open Molecules 2025 dataset | ωB97M-V with the def2-TZVPD basis set
Lu 0.1011 -1.6800 -1.5114
I 0.4021 3.1104 0.1563
I 1.7612 -0.9103 -3.7951
S -0.9484 0.6217 -1.5685
S 1.5696 -0.2226 -0.0676
Al -0.3219 0.7219 0.8082
O -0.0017 -3.8966 1.3450
O -3.0082 -3.0480 -0.3114
O -3.3872 0.0352 1.8858
O 0.2017 0.3982 2.6926
C -2.7062 2.4212 -2.6330
C 2.8646 -1.5685 1.9715
C 0.0099 1.2741 3.8321
C -2.0400 -2.5858 -0.7506
C -2.4809 0.1687 -3.7712
C -2.3830 0.2035 1.3506
C 3.5694 0.8445 1.5514
C 3.1765 -0.5002 0.9353
C -3.7036 0.3304 -1.5743
C -2.6004 0.9101 -2.4446
C 4.2043 -0.9761 -0.0872
C 0.0655 -3.2262 0.4022
H 2.4284 -2.4566 1.4994
H 5.1588 -1.1842 0.4183
H 3.8641 -1.8938 -0.5836
H -2.6879 2.9502 -1.6712
H 0.2682 0.7230 4.7500
H -1.8581 2.7794 -3.2316
H -3.8111 0.8618 -0.6215
H -3.4053 0.3233 -4.3453
H 2.7924 1.2154 2.2367
H 4.3784 -0.2151 -0.8603
H 3.7235 1.6029 0.7701
H 0.4576 -0.4959 2.9588
H -3.4944 -0.7231 -1.3504
H -3.6395 2.6729 -3.1586
H 4.5084 0.7302 2.1174
H -4.6495 0.3919 -2.1360
H -1.0382 1.5891 3.8677
H -1.6226 0.5271 -4.3541
H 3.7995 -1.8599 2.4701
H 2.1593 -1.1907 2.7237
H -2.3422 -0.9117 -3.6220
H 0.6657 2.1382 3.7066
```

Properties
Kohn-Sham gap (spin up / spin down)   0.22071 / 0.22446 Ha
Charge   +4
Max |F|   6.51 eV Å⁻¹


> What is the max |F| in the sixth record?

6.51 eV Å⁻¹